Here is a molecular structure, C19H20N4SbSe4Ta in a non-equilibrium geometry from the OMol25 dataset. Energies are from the ωB97M-V functional and the def2-TZVPD basis.

The geometry in XYZ format:
```
49
Properties=species:S:1:pos:R:3:forces:R:3:mulliken_charge:R:1
Ta -0.251 -0.411 -0.770 1.064 1.038 -1.274 0.6929
Sb -0.174 0.527 -4.731 -0.240 -1.040 -1.057 0.8201
Se 0.826 -1.483 -5.523 -0.184 0.561 0.220 -0.3631
Se -0.950 -1.763 -2.426 -0.309 -0.601 -0.349 -0.1774
Se 0.814 1.280 -2.662 0.926 0.484 0.474 -0.2822
Se -2.156 1.572 -5.348 0.029 0.101 0.032 -0.3416
N 1.904 -0.872 -0.738 0.073 -0.591 0.052 0.2099
N -1.342 -1.714 0.747 -0.155 -0.125 0.170 0.0433
N 0.467 0.200 1.433 0.015 0.019 0.024 0.7389
N -1.320 1.470 -0.837 -0.611 0.118 0.971 0.0382
C -2.655 3.884 -0.935 0.013 0.003 0.009 -0.3529
C -0.565 -0.165 2.425 -0.224 -0.141 0.084 -1.1453
C -2.548 -3.719 1.307 0.045 0.064 0.146 -0.8582
C 3.919 -0.830 0.542 0.036 -0.024 0.004 -1.0760
C -2.379 -3.466 2.661 -0.022 -0.023 -0.166 -0.3917
C 1.654 -0.674 1.655 0.153 0.109 -0.022 -1.2945
C -1.430 3.778 -0.284 -0.043 0.056 -0.060 -0.7271
C -2.014 -2.837 0.395 -0.057 -0.063 0.030 -0.1725
C 4.000 -1.282 -1.808 0.044 0.003 0.015 -0.8709
C -2.497 1.581 -1.488 -0.038 -0.062 0.272 -0.3587
C 2.629 -1.169 -1.850 -0.268 -0.011 0.240 0.1274
C 0.783 1.665 1.608 -0.078 -0.042 0.069 -1.1847
C 2.548 -0.755 0.445 -0.247 0.097 0.165 1.1732
C -0.763 2.575 -0.251 -0.053 -0.243 0.035 0.9630
C -1.219 -1.461 2.073 0.038 -0.048 -0.263 0.6973
C 0.630 2.485 0.339 -0.126 -0.056 0.027 -1.0171
C -1.698 -2.317 3.037 -0.045 0.038 0.223 -0.9615
C -3.190 2.770 -1.553 0.005 0.045 -0.074 -0.8610
C 4.660 -1.084 -0.605 -0.015 -0.010 0.009 -0.3556
H 1.288 -1.687 1.850 -0.002 0.043 0.047 0.4002
H -1.549 -2.077 4.081 -0.004 -0.009 -0.004 0.4889
H 4.536 -1.511 -2.718 -0.009 -0.019 0.003 0.4714
H 5.739 -1.149 -0.552 0.000 0.012 -0.009 0.4681
H -2.766 -4.147 3.406 0.006 0.006 0.015 0.4582
H 2.203 -0.351 2.542 0.037 0.016 -0.022 0.4649
H 4.398 -0.716 1.505 0.005 0.013 0.000 0.4892
H -3.072 -4.594 0.952 -0.007 -0.003 0.005 0.4621
H -4.121 2.813 -2.099 0.002 -0.004 0.001 0.4959
H -3.169 4.835 -0.973 0.002 -0.004 0.004 0.4566
H 1.797 1.773 1.994 0.022 -0.050 -0.077 0.4335
H -2.114 -3.028 -0.662 0.006 0.009 0.050 0.3938
H -2.869 0.687 -1.967 -0.004 0.003 -0.018 0.6067
H 0.109 2.054 2.371 0.089 0.022 0.054 0.6130
H -1.329 0.615 2.424 0.003 -0.008 0.026 0.6098
H 0.967 3.497 0.562 -0.027 0.007 -0.004 0.7201
H 1.321 2.103 -0.412 0.071 0.063 -0.079 0.0772
H -0.150 -0.232 3.434 0.066 0.173 -0.007 0.4201
H 2.075 -1.316 -2.769 0.028 0.080 0.003 0.2534
H -0.974 4.647 0.171 -0.008 -0.007 0.006 0.5047
```
Forces are in eV/Å.

Calculated values
Net charge = +2
Kohn-Sham gap = 5.59 eV
F_max = 1.96 eV/A
HOMO energy = -13.091 eV